Entry 1:
33
Properties=species:S:1:pos:R:3:lowdin_charge:R:1 method="wB97M-V/def2-TZVPD" smiles=O.O.O.O.O.O.O.O.O.O.O total_charge=0 e_tot_ev=-22879.66346
O -2.80988 0.37212 3.18182 -0.035
H -2.06888 0.76212 2.76682 -0.061
H -3.40288 1.09412 3.34782 0.039
O -1.48688 -1.85988 1.48082 -0.019
H -1.11488 -2.71488 1.27382 0.053
H -1.14288 -1.62788 2.34082 0.033
O 2.01512 2.94312 -0.42318 -0.044
H 2.59312 3.41312 0.16882 0.030
H 2.22212 2.05612 -0.07018 0.037
O 1.62712 -1.29588 1.75082 -0.104
H 1.29112 -0.72488 1.03682 -0.030
H 1.02712 -0.99988 2.50882 0.059
O 0.27612 0.29212 -0.02718 -0.065
H -0.54488 0.17312 0.40382 -0.017
H 0.33512 -0.39688 -0.71018 0.038
O 0.42612 1.30812 -2.57818 -0.082
H 0.47012 1.41712 -1.60618 0.007
H -0.14888 0.51912 -2.69918 0.007
O 1.49712 -2.38888 -0.94918 -0.035
H 1.41412 -3.29488 -0.76318 0.018
H 2.39712 -2.10088 -0.72118 0.058
O -0.97388 -1.10388 -2.58518 -0.061
H -0.72188 -2.06688 -2.52518 0.085
H -1.02888 -0.92788 -3.53618 0.064
O 2.84912 -0.07288 -2.37018 -0.050
H 2.50912 -0.57088 -3.11318 0.033
H 2.11812 0.52412 -2.27818 -0.036
O -0.81188 1.77212 2.06282 -0.048
H 0.13912 1.71212 2.21482 0.069
H -0.93288 2.13712 1.15882 0.080
O -2.63688 0.43012 0.06082 -0.015
H -3.00088 1.25012 0.36382 0.037
H -2.37988 -0.02888 0.83382 -0.043

Entry 2:
79
Properties=species:S:1:pos:R:3:lowdin_spin:R:1 method="wB97M-V/def2-TZVPD" spin_multiplicity=2 total_charge=+1 e_tot_ev=-102753.96320 s_squared=0.757
C 0.28645 0.44188 4.43789 0.000
C 1.25676 0.49942 3.40094 0.000
C 1.06775 1.71727 2.69230 0.001
H 2.07561 -0.20855 3.26201 0.000
C -0.01384 2.41864 3.29962 0.002
C -0.48973 1.63504 4.38918 0.001
H -1.26458 1.92467 5.10265 0.000
H 0.22663 -0.31366 5.22471 0.000
H 1.71536 2.09963 1.91045 0.000
H -0.33906 3.43498 3.05356 0.000
Yb -1.03333 0.39337 2.35850 0.013
Si -0.98345 -0.67866 -1.18207 0.058
C 0.57227 -1.72662 -1.02386 0.003
C 0.78936 -2.81817 -1.86151 0.002
H 0.01947 -3.09240 -2.58947 0.000
C 2.01272 -3.50344 -1.85761 0.000
H 2.17327 -4.36516 -2.51750 0.000
C 3.03502 -3.07489 -0.99998 0.002
H 3.98745 -3.61475 -0.96259 0.000
C 2.85677 -1.95039 -0.17997 0.000
H 3.64513 -1.58321 0.48785 0.000
C 1.61769 -1.28227 -0.20491 0.003
H 1.48939 -0.34357 0.35000 0.001
C -0.27312 1.41588 -1.04063 0.188
C 1.09981 1.85243 -1.13321 0.143
H 1.92066 1.19077 -1.40468 0.024
C 1.40636 3.20092 -0.78908 0.016
H 2.42392 3.55841 -0.95718 -0.001
C 0.42599 4.01552 -0.23122 0.089
H 0.66672 5.05643 -0.00412 0.004
C -0.86545 3.54379 0.02613 0.048
H -1.59298 4.20096 0.53522 0.001
C -1.24774 2.27563 -0.39505 0.062
H -2.26594 1.90650 -0.22133 0.005
H -0.99728 -0.20936 0.25644 0.024
Si 0.12745 0.94335 -2.80200 0.180
C -0.25763 2.36170 -3.88465 0.039
C 0.65670 2.75811 -4.86864 0.019
H 1.29333 2.01213 -5.35385 0.001
C 0.82348 4.12514 -5.11175 0.002
H 1.63401 4.46193 -5.76401 0.000
C -0.02169 5.03853 -4.46163 0.012
H 0.15478 6.11174 -4.58491 0.001
C -1.09560 4.60116 -3.66881 0.001
H -1.76646 5.31845 -3.18657 0.000
C -1.26607 3.23717 -3.45912 0.012
H -2.10675 2.86762 -2.86718 0.001
C 1.26207 -0.19277 -3.96720 0.008
C 2.65993 -0.08275 -3.82106 0.004
H 3.09424 0.64703 -3.11753 0.001
C 3.52006 -0.95647 -4.51898 0.000
H 4.59351 -0.89545 -4.32552 0.000
C 3.00529 -1.90965 -5.40225 0.002
H 3.67000 -2.62484 -5.89784 0.000
C 1.61789 -1.96337 -5.63238 0.000
H 1.21265 -2.71442 -6.32159 0.000
C 0.75321 -1.09966 -4.93950 0.003
H -0.33910 -1.17226 -5.12421 0.000
H -1.48840 -0.55457 -2.49654 0.010
Cl -2.85311 -1.64225 -0.63171 0.012
N -0.46289 -2.08839 2.45498 0.002
C -1.21430 -2.78332 3.48357 0.000
C -0.91047 -4.08178 3.88264 0.000
C -1.65898 -4.68591 4.91487 0.000
C -2.67829 -4.01052 5.56241 0.000
C -3.01303 -2.67902 5.19048 0.000
C -3.99629 -1.91404 5.85083 0.000
C -4.20240 -0.60425 5.46464 0.000
C -3.43029 -0.05603 4.42975 0.000
N -2.51831 -0.77067 3.75658 0.000
C -2.27750 -2.07707 4.11591 0.000
H 0.53820 -2.26011 2.61423 0.000
H -0.63156 -2.49493 1.52660 0.001
H -0.09727 -4.61878 3.39548 0.000
H -1.40535 -5.70429 5.21505 0.000
H -3.24287 -4.49017 6.36236 0.000
H -4.56896 -2.38287 6.65896 0.000
H -4.94901 0.01704 5.95960 0.000
H -3.56831 0.99246 4.13900 0.000

Entry 3:
105
Properties=species:S:1:pos:R:3:lowdin_charge:R:1 method="wB97M-V/def2-TZVPD" total_charge=0 e_tot_ev=-73015.40162
C 8.30782 -2.85202 1.68390 -0.110
C 7.92429 -2.72697 0.20490 -0.265
C 6.46830 -2.28448 0.03517 -0.221
C 6.26561 -0.78748 0.32736 -0.210
C 4.92652 -0.46914 1.01831 -0.197
C 4.19947 0.78668 0.46890 -0.199
C 2.89420 0.36079 -0.20388 -0.227
C 1.82913 0.03186 0.83244 -0.210
C 0.46047 -0.25540 0.18776 -0.194
C -0.51449 0.90664 0.36880 -0.210
C -1.72716 0.85031 -0.56489 -0.229
C -2.55458 -0.40810 -0.28014 -0.266
C -4.10189 -0.42578 -0.42214 -0.387
P -4.26840 0.43766 -2.10611 0.982
C -3.86952 -0.74680 -3.44520 -0.288
C -5.88883 1.26186 -2.38774 -0.326
C -4.78418 0.37392 0.72452 -0.549
I -3.90496 -0.04005 2.72910 1.102
C -4.76424 1.89437 0.63679 -0.238
C -5.49036 2.76910 1.66496 -0.189
C -6.95814 2.50107 1.93075 -0.240
O -7.47011 3.59962 2.66645 -0.185
C -8.24715 3.26880 3.79613 -0.108
C -6.04598 -0.43572 0.82086 -0.568
O -7.19386 -0.15005 0.71402 0.141
O -5.61476 -1.72966 0.92936 -0.062
C -4.66152 -1.94827 -0.13649 -0.413
O -3.64015 -2.71436 0.44876 -0.109
C -2.68563 -3.39925 -0.36620 -0.233
C -2.56989 -4.87602 -0.01870 -0.058
C -5.50330 -2.90305 -1.04950 -0.543
I -7.09263 -2.09559 -2.28447 1.023
C -6.33566 -3.91553 -0.21940 -0.349
C -5.62714 -4.79655 0.79842 -0.088
H 9.35800 -2.61711 1.85102 0.064
H 7.71651 -2.17334 2.30090 0.065
H 8.12391 -3.86350 2.04412 0.067
H 8.03949 -3.70672 -0.26089 0.098
H 8.56586 -2.00154 -0.29441 0.078
H 6.15302 -2.47404 -0.99121 0.107
H 5.86545 -2.87049 0.73394 0.105
H 6.33720 -0.24614 -0.61440 0.098
H 7.07154 -0.45299 0.98251 0.103
H 5.09564 -0.34960 2.08822 0.108
H 4.26698 -1.32557 0.87028 0.089
H 4.85197 1.32393 -0.21889 0.101
H 3.92716 1.42944 1.30630 0.097
H 2.50702 1.15271 -0.85028 0.096
H 3.07730 -0.53539 -0.80518 0.115
H 1.73346 0.89875 1.49103 0.099
H 2.14075 -0.80298 1.46167 0.108
H 0.03280 -1.14971 0.64473 0.101
H 0.59940 -0.40122 -0.88721 0.112
H -0.86591 0.94368 1.40477 0.103
H 0.01875 1.84502 0.19659 0.098
H -1.34340 0.81727 -1.58613 0.102
H -2.27449 1.78203 -0.47217 0.076
H -2.29577 -0.82648 0.68587 0.043
H -2.20775 -1.13738 -1.00909 0.087
H -3.24526 -1.55817 -3.06989 0.028
H -3.26473 -0.19093 -4.16059 0.032
H -4.71906 -1.16166 -3.97178 -0.013
H -6.30194 0.95681 -3.34843 0.023
H -6.63384 0.98852 -1.64210 0.003
H -5.73772 2.33796 -2.38061 0.028
H -3.71626 2.17052 0.72137 0.090
H -5.05738 2.22011 -0.35924 0.079
H -5.43388 3.78869 1.27534 0.122
H -4.95797 2.80265 2.61614 0.083
H -7.09067 1.56921 2.48156 0.105
H -7.50632 2.40386 0.99083 0.125
H -8.73416 2.29924 3.67996 0.085
H -9.02064 4.02717 3.91023 0.083
H -7.63631 3.26157 4.70262 0.085
H -1.71833 -2.93639 -0.17097 0.106
H -2.85953 -3.25519 -1.43276 0.110
H -3.12949 -5.50059 -0.71540 0.071
H -2.94471 -5.06005 0.98290 0.077
H -1.52843 -5.18195 -0.10250 0.079
H -4.89115 -3.46257 -1.75182 0.071
H -6.76984 -4.57893 -0.97089 0.079
H -7.17696 -3.39817 0.23237 0.080
H -6.38737 -5.37162 1.33004 0.082
H -5.06683 -4.23420 1.53742 0.074
H -4.98913 -5.52634 0.30688 0.055
C 2.21483 5.80083 1.07950 -0.021
C 2.14529 4.49389 0.32736 -0.491
O 1.91370 3.45005 0.88785 0.067
C 2.38053 4.55552 -1.16305 -0.016
H 2.02956 5.62420 2.13572 0.082
H 3.19982 6.25322 0.95404 0.085
H 1.46927 6.49660 0.69131 0.085
H 3.37179 4.96245 -1.36919 0.086
H 1.64106 5.20598 -1.63303 0.086
H 2.30528 3.55686 -1.58629 0.072
C 11.44020 0.24850 -1.44951 -0.020
C 10.06782 0.74802 -1.83390 -0.497
O 9.06363 0.23704 -1.40129 0.070
C 10.01617 1.91885 -2.78630 -0.024
H 11.34470 -0.59051 -0.76503 0.079
H 11.98630 -0.06928 -2.33910 0.085
H 12.00860 1.04625 -0.96880 0.085
H 10.51090 1.66131 -3.72409 0.084
H 10.53337 2.77678 -2.35383 0.084
H 8.98050 2.18246 -2.98407 0.080